{
  "formula": "C42H31BF9N9PRuS",
  "method": "ωB97M-V with the def2-TZVPD basis set",
  "symbols": ["Ru", "C", "C", "N", "N", "C", "B", "N", "C", "C", "C", "N", "N", "C", "C", "C", "N", "H", "H", "H", "H", "H", "H", "H", "H", "H", "H", "N", "C", "C", "C", "C", "C", "C", "S", "N", "C", "C", "C", "C", "C", "C", "N", "H", "H", "H", "H", "H", "H", "H", "H", "H", "F", "C", "F", "F", "C", "C", "C", "C", "C", "C", "P", "C", "C", "C", "C", "C", "C", "C", "F", "F", "F", "C", "C", "C", "C", "C", "C", "C", "F", "F", "F", "H", "H", "H", "H", "H", "H", "H", "H", "H", "H", "H", "H"],
  "xyz": [[-0.10054, 1.04236, 0.48950], [-2.87408, -0.98457, 3.06930], [-1.76807, -0.98436, 2.22739], [-1.55678, 0.24635, 1.74730], [-2.52503, 1.03585, 2.25226], [-3.32221, 0.32282, 3.05597], [-2.46308, 2.54275, 1.97882], [-2.50946, 2.74583, 0.44304], [-3.35095, 3.50601, -0.25309], [-2.87990, 3.62893, -1.54965], [-1.70876, 2.89763, -1.55534], [-1.46663, 2.36022, -0.34526], [-1.09576, 3.08708, 2.44691], [-0.82008, 4.11679, 3.25812], [0.54283, 4.34720, 3.23124], [1.03580, 3.39590, 2.34379], [0.04083, 2.64093, 1.87795], [-3.28804, -1.81684, 3.61051], [-1.12013, -1.80122, 1.95781], [-4.15351, 0.79201, 3.55549], [-3.35285, 3.11483, 2.52722], [-4.22322, 3.92518, 0.22140], [-3.31773, 4.18116, -2.36213], [-1.04066, 2.76293, -2.38279], [-1.60898, 4.61067, 3.80044], [1.09440, 5.09732, 3.76903], [2.05561, 3.23590, 2.02986], [3.78099, 0.62699, 1.96777], [3.83948, 0.30497, 3.35232], [5.04669, 0.40158, 4.01798], [5.09674, 0.13023, 5.37889], [3.93936, -0.21474, 6.05833], [2.72762, -0.29510, 5.38254], [2.68276, -0.04646, 4.02144], [1.12908, -0.23966, 3.19903], [1.46930, 0.36208, 1.60914], [2.66988, 0.72456, 1.23997], [2.77365, 1.34830, -0.11221], [3.97769, 1.59295, -0.74333], [3.97207, 2.17703, -2.00340], [2.75828, 2.45891, -2.59112], [1.59300, 2.16379, -1.90152], [1.58007, 1.64699, -0.67352], [4.64260, 0.95347, 1.56297], [5.94600, 0.68238, 3.48222], [6.04045, 0.19284, 5.90180], [3.97218, -0.42246, 7.11859], [1.82414, -0.56562, 5.91527], [4.92358, 1.33323, -0.28952], [4.90234, 2.38275, -2.51509], [2.69685, 2.88358, -3.58329], [0.63809, 2.32252, -2.36373], [-0.08480, -7.18603, 0.71922], [0.99136, -6.41570, 0.51688], [1.74364, -6.45423, 1.62377], [1.70046, -6.96036, -0.48119], [0.58362, -5.00189, 0.17105], [1.22040, -3.92339, 0.75829], [0.84203, -2.63362, 0.40947], [-0.17612, -2.42229, -0.51376], [-0.79388, -3.52003, -1.11726], [-0.41997, -4.80483, -0.76995], [-0.59171, -0.74003, -1.06894], [0.24669, -0.72612, -2.68431], [-0.38587, -0.72531, -3.92200], [0.36827, -0.76491, -5.09045], [1.74822, -0.82225, -5.01932], [2.39063, -0.87084, -3.78728], [1.64113, -0.81981, -2.63002], [2.58858, -0.79159, -6.27295], [1.88350, -1.11007, -7.35816], [3.62660, -1.63093, -6.18190], [3.08923, 0.44765, -6.45540], [-2.39319, -0.71746, -1.32148], [-2.98536, 0.24053, -2.14241], [-4.36279, 0.36631, -2.20289], [-5.16099, -0.46534, -1.43384], [-4.58974, -1.44037, -0.63121], [-3.21194, -1.56827, -0.57916], [-6.65634, -0.26258, -1.42075], [-6.99300, 0.60783, -0.44769], [-7.30871, -1.40360, -1.18391], [-7.09588, 0.24110, -2.57858], [2.00337, -4.08779, 1.48553], [1.34149, -1.79667, 0.87090], [-1.56829, -3.37469, -1.86043], [-0.90518, -5.65618, -1.22908], [-1.46305, -0.72829, -3.99803], [-0.12499, -0.76701, -6.05280], [3.46815, -0.96164, -3.74200], [2.14494, -0.88387, -1.67057], [-2.38003, 0.90920, -2.73570], [-4.81402, 1.11161, -2.84396], [-5.21780, -2.10267, -0.05063], [-2.78456, -2.33832, 0.04624]],
  "gap_ha": [0.256, 0.209],
  "lumo_energy_ev": [-6.2974, -7.5910],
  "e_above_lowest_kj_mol": 16.3,
  "e_homo_ev": [-13.255, -13.286],
  "s2": 0.76,
  "multiplicity": 2,
  "charge": 2
}

---

{
  "formula": "C42H31BrF7N3O5PSZn",
  "method": "ωB97M-V with the def2-TZVPD basis set",
  "symbols": ["Zn", "C", "C", "C", "C", "C", "C", "C", "C", "N", "C", "O", "C", "C", "C", "C", "C", "N", "C", "O", "N", "C", "C", "C", "C", "C", "C", "C", "C", "H", "H", "H", "H", "H", "H", "H", "H", "H", "H", "H", "H", "H", "H", "H", "H", "H", "H", "H", "H", "H", "F", "C", "C", "F", "C", "F", "C", "P", "C", "C", "C", "C", "C", "C", "C", "C", "C", "C", "C", "C", "C", "Br", "C", "F", "H", "H", "H", "H", "H", "H", "H", "H", "H", "H", "F", "C", "F", "F", "S", "O", "O", "O"],
  "xyz": [[0.30443, -0.24445, 1.62450], [0.82781, -3.84409, 3.16032], [2.09341, -3.76027, 2.35547], [3.22075, -4.47976, 2.72948], [4.39251, -4.40002, 1.99527], [4.43290, -3.60388, 0.86244], [3.31748, -2.87822, 0.46099], [3.34548, -2.05277, -0.78649], [2.15126, -2.93713, 1.22620], [0.98184, -2.19732, 0.88790], [0.08171, -2.87029, 0.16989], [0.20408, -3.91310, -0.47874], [-1.31648, -2.29457, 0.32644], [-2.47475, -2.91427, -0.10421], [-3.69256, -2.40705, 0.34247], [-3.72987, -1.32915, 1.21546], [-2.52412, -0.73402, 1.55286], [-1.38768, -1.21255, 1.08549], [-2.35188, 0.46091, 2.46054], [-3.08274, 0.53543, 3.44210], [-1.37607, 1.29171, 2.02072], [-1.48806, 2.66209, 2.36951], [-2.75511, 3.31020, 2.47480], [-4.07750, 2.68960, 2.10542], [-2.82245, 4.64328, 2.86608], [-1.69302, 5.40102, 3.10493], [-0.46808, 4.81868, 2.85239], [-0.35006, 3.49262, 2.45325], [1.02795, 3.06985, 2.03667], [0.94986, -4.53437, 3.99514], [-0.00756, -4.18869, 2.54649], [0.56248, -2.86569, 3.56669], [3.17805, -5.10191, 3.61629], [5.27074, -4.95354, 2.30432], [5.33952, -3.54870, 0.26983], [4.29799, -2.15821, -1.30744], [3.20620, -1.00618, -0.53578], [2.53634, -2.33761, -1.46288], [-2.39867, -3.79223, -0.73016], [-4.61647, -2.87960, 0.03233], [-4.65335, -0.95412, 1.63237], [-4.52854, 2.15880, 2.94205], [-3.97760, 1.96609, 1.29423], [-4.75812, 3.47673, 1.77493], [-3.80318, 5.09665, 2.96375], [-1.76856, 6.43419, 3.41936], [0.44025, 5.40603, 2.93697], [1.39629, 3.74366, 1.25864], [1.72472, 3.10837, 2.87374], [1.05918, 2.06876, 1.63735], [1.01710, 5.77116, -3.67381], [0.74227, 4.50795, -3.35111], [-0.26366, 3.82812, -4.01048], [-0.95021, 4.44014, -4.97882], [-0.53989, 2.51023, -3.68015], [-1.48466, 1.90310, -4.40482], [0.13742, 1.85022, -2.66672], [-0.22804, 0.14423, -2.04848], [0.72108, -0.87313, -3.23556], [0.53503, -2.25482, -3.23718], [1.34666, -3.07722, -4.00104], [2.36646, -2.53250, -4.76776], [2.57302, -1.16089, -4.75887], [1.75921, -0.33675, -3.99604], [-1.97853, -0.05941, -2.54511], [-2.44411, -0.83766, -3.59853], [-3.80051, -0.89199, -3.88096], [-4.70146, -0.14956, -3.13053], [-4.24425, 0.62547, -2.07441], [-2.89216, 0.64810, -1.76336], [1.17643, 2.55025, -2.04457], [2.28261, 1.65579, -0.81722], [1.47777, 3.85728, -2.37476], [2.47370, 4.51833, -1.78419], [-0.22524, -2.69953, -2.60712], [1.19682, -4.14828, -3.97410], [3.00931, -3.17638, -5.35394], [3.37816, -0.72822, -5.33932], [1.94441, 0.73020, -3.99334], [-1.74878, -1.38458, -4.22302], [-4.15213, -1.50137, -4.70422], [-5.75816, -0.17999, -3.36436], [-4.93978, 1.20219, -1.48000], [-2.54376, 1.21938, -0.90674], [4.68115, 0.25279, 4.71517], [3.82017, 1.01077, 4.04016], [4.40762, 1.39288, 2.90416], [3.57977, 2.10732, 4.76445], [2.22946, 0.07836, 3.72261], [2.45730, -1.23245, 4.24825], [1.17117, 0.85253, 4.31055], [2.17044, 0.12704, 2.22491]],
  "gap_ha": 0.265,
  "lumo_energy_ev": 1.9961,
  "e_homo_ev": -5.208,
  "charge": -1
}

---

{
  "formula": "C42H31BrI2N2O3PTb",
  "method": "ωB97M-V with the def2-TZVPD basis set",
  "symbols": ["Tb", "I", "C", "C", "C", "I", "C", "O", "C", "C", "N", "C", "C", "C", "C", "C", "C", "N", "C", "H", "H", "H", "H", "H", "H", "H", "H", "H", "H", "H", "C", "C", "C", "C", "C", "C", "P", "C", "C", "C", "C", "C", "C", "C", "C", "C", "C", "C", "C", "C", "C", "C", "C", "H", "H", "H", "H", "H", "H", "H", "H", "H", "H", "H", "H", "H", "H", "H", "H", "Br", "C", "C", "C", "C", "C", "C", "C", "O", "O", "H", "H", "H", "H"],
  "xyz": [[-0.35307, 0.76062, -0.09665], [-1.64447, 6.99789, -4.38893], [-0.95344, 5.32653, -3.35107], [-1.10565, 4.08210, -3.95580], [-0.53875, 2.97369, -3.35948], [-0.97215, 1.03581, -3.99343], [0.19099, 3.04454, -2.18116], [0.67239, 1.98931, -1.59100], [0.25327, 4.31588, -1.54610], [0.67059, 4.31120, -0.09082], [-0.28446, 3.45467, 0.65618], [-1.62743, 4.04860, 0.65742], [-2.53029, 3.41268, -0.38041], [-3.42741, 4.15093, -1.11874], [-4.28116, 3.49759, -2.00435], [-4.23980, 2.11940, -2.10313], [-3.34178, 1.44974, -1.30199], [-2.47064, 2.06811, -0.50160], [-0.30991, 5.42335, -2.12898], [-1.66090, 3.98607, -4.85888], [0.61801, 5.32120, 0.29967], [1.66795, 3.88941, 0.05188], [0.01691, 3.42281, 1.63473], [-1.63328, 5.13235, 0.52643], [-2.07185, 3.85359, 1.63836], [-3.46516, 5.22003, -1.00426], [-5.02839, 4.04822, -2.54472], [-4.92042, 1.55785, -2.71812], [-3.23552, 0.37373, -1.38056], [-0.28854, 6.35667, -1.61161], [5.77592, -1.42172, 1.36246], [5.09085, -2.59907, 1.67802], [3.70890, -2.63159, 1.65128], [2.97506, -1.50074, 1.29919], [3.66055, -0.33592, 0.96722], [5.06502, -0.29472, 1.00769], [1.14160, -1.35373, 1.38320], [0.48045, -3.01335, 1.00823], [1.10989, -3.90730, 0.12941], [0.46652, -5.06131, -0.30486], [-0.82133, -5.34755, 0.13512], [-1.42848, -4.51896, 1.08118], [-0.79309, -3.33473, 1.47359], [0.76699, -1.10626, 3.16164], [1.44087, -1.68081, 4.22291], [1.10664, -1.35341, 5.54337], [0.10434, -0.46043, 5.82226], [-0.61728, 0.14640, 4.75781], [-1.64485, 1.06634, 5.08575], [-2.34358, 1.60589, 4.05362], [-2.00036, 1.32648, 2.70865], [-0.97350, 0.48912, 2.32709], [-0.27486, -0.14737, 3.41147], [6.86050, -1.42404, 1.39503], [5.62166, -3.50484, 1.92729], [3.20590, -3.54318, 1.88496], [3.09205, 0.54893, 0.68451], [5.55967, 0.63181, 0.74465], [2.09831, -3.69006, -0.28156], [0.96402, -5.72875, -0.96959], [-1.33894, -6.24791, -0.18471], [-2.40729, -4.77428, 1.49950], [-1.28970, -2.67190, 2.15175], [2.26873, -2.34333, 4.02677], [1.65929, -1.83712, 6.34359], [-0.13088, -0.17209, 6.84520], [-1.84477, 1.29955, 6.11420], [-3.17957, 2.26788, 4.23471], [-2.62581, 1.79332, 1.95432], [3.18796, -2.20315, -2.72464], [1.56218, -2.88749, -3.35249], [1.69139, -3.74834, -4.43318], [0.58652, -4.32733, -5.03553], [-0.66678, -4.02534, -4.54803], [-0.81880, -3.13981, -3.46762], [0.28075, -2.53999, -2.84169], [0.03801, -1.49081, -1.76760], [-1.12620, -1.34239, -1.24436], [0.98741, -0.73557, -1.43381], [2.67932, -3.98482, -4.80764], [0.72186, -5.02301, -5.84941], [-1.53720, -4.48033, -4.99573], [-1.80148, -2.86550, -3.08806]],
  "gap_ha": [0.282, 0.283],
  "lumo_energy_ev": [0.0476, 0.0577],
  "e_homo_ev": [-7.627, -7.653],
  "s2": 12.70,
  "multiplicity": 7
}

---

The following electronic energy values (in hartree) correspond, in order, to the records above: -3869.73563, -7951.69467, -6289.68680.
The following max |F| values (in hartree/bohr) correspond, in order, to the records above: 0.0126, 0.0109, 0.0216.